#one
Density functional theory data (ωB97M-V/def2-TZVPD) for C12H36BaN2O12 as an isolated structure.

```
! RIJCOSX wB97M-V def2-TZVPD def2/J DEFGRID3
* xyz 0 1
Ba 2.181 -2.663 -4.129
N -1.659 -2.662 -4.623
O -0.635 -3.300 -4.138
O -2.089 -3.024 -5.716
O -2.160 -1.736 -3.988
N 0.416 -0.154 -1.763
O -0.564 0.497 -2.022
O 1.064 -0.756 -2.710
O 0.863 -0.239 -0.604
C -0.084 1.637 4.054
C 0.419 1.029 2.759
O -0.538 0.069 2.294
H -0.407 0.837 4.719
H -0.926 2.305 3.865
H 0.679 2.264 4.523
H 1.388 0.539 2.896
H 0.488 1.827 2.016
H -0.739 0.249 1.368
C -2.530 -1.401 -0.121
C -3.634 -2.432 -0.266
O -3.952 -2.607 -1.633
H -1.596 -1.905 -0.354
H -2.431 -1.133 0.940
H -2.740 -0.508 -0.698
H -4.497 -2.178 0.351
H -3.324 -3.423 0.104
H -3.138 -2.507 -2.152
C 1.101 4.530 1.174
C 1.407 3.467 0.140
O 0.189 2.846 -0.271
H 0.420 4.202 1.963
H 0.582 5.355 0.676
H 1.994 4.950 1.637
H 2.106 2.723 0.536
H 1.863 3.980 -0.716
H 0.441 2.024 -0.713
C -0.281 -4.200 -0.767
C 1.064 -3.651 -0.396
O 1.918 -3.744 -1.576
H -0.938 -4.226 0.111
H -0.240 -5.267 -0.999
H -0.751 -3.623 -1.560
H 1.521 -4.226 0.417
H 1.050 -2.632 -0.006
H 2.829 -3.850 -1.279
C 3.831 -0.630 0.082
C 4.895 -1.022 1.092
O 6.189 -0.528 0.753
H 2.922 -1.202 0.271
H 4.122 -0.983 -0.923
H 3.623 0.432 0.056
H 4.898 -2.104 1.270
H 4.619 -0.558 2.041
H 6.342 -0.777 -0.164
C -3.222 3.063 1.093
C -3.347 3.688 -0.305
O -2.474 3.062 -1.235
H -3.624 2.054 1.134
H -3.781 3.672 1.811
H -2.173 3.160 1.376
H -2.986 4.721 -0.187
H -4.354 3.659 -0.710
H -1.611 3.006 -0.797
*
```

Computed properties:
E_LUMO   -0.09016 hartree
HOMO-LUMO gap   6.3 eV
HOMO level   -8.8 eV

These are the Mulliken partial charges, in e, on atoms 1 to 8: 1.82, 0.89, -0.65, -0.61, -0.53, 0.36, -0.48, -0.58

***

#two
Density functional theory data (ωB97M-V/def2-TZVPD) for C12H36BaN2O12 as an isolated structure.

```
! RIJCOSX wB97M-V def2-TZVPD def2/J DEFGRID3
* xyz 0 1
Ba 1.929 0.703 0.535
N 5.372 -2.492 2.854
O 4.716 -3.164 3.609
O 6.278 -2.996 2.234
O 4.982 -1.397 2.487
N 2.271 -4.572 -1.107
O 1.160 -5.135 -1.140
O 3.279 -5.185 -1.391
O 2.333 -3.436 -0.745
C -0.464 -4.231 5.051
C -0.104 -2.693 5.130
O 0.668 -2.366 3.960
H -1.126 -4.491 5.878
H 0.355 -4.945 5.138
H -1.078 -4.412 4.169
H 0.374 -2.328 6.039
H -1.031 -2.119 5.104
H 1.580 -2.634 4.095
C -1.039 -2.256 -4.510
C -1.314 -0.779 -4.268
O -0.738 -0.487 -2.981
H 0.012 -2.472 -4.702
H -1.589 -2.632 -5.373
H -1.119 -2.898 -3.632
H -2.376 -0.561 -4.382
H -0.829 -0.176 -5.035
H -1.279 -1.048 -2.420
C -1.646 3.046 4.445
C -0.330 3.882 4.351
O 0.599 2.993 3.867
H -2.481 3.620 4.848
H -1.528 2.159 5.068
H -1.985 2.517 3.555
H 0.010 4.231 5.326
H -0.363 4.710 3.643
H 1.428 3.375 4.162
C -4.516 -0.378 0.179
C -3.565 -1.486 0.578
O -2.197 -1.081 0.855
H -4.395 -0.185 -0.887
H -4.138 0.481 0.733
H -5.563 -0.429 0.477
H -3.476 -2.334 -0.100
H -3.924 -2.111 1.397
H -1.768 -1.801 1.323
C 4.064 0.671 -6.170
C 3.799 1.394 -4.815
O 3.927 0.597 -3.674
H 3.389 1.211 -6.834
H 3.805 -0.375 -6.010
H 5.070 0.646 -6.589
H 2.733 1.580 -4.684
H 4.312 2.355 -4.845
H 4.865 0.423 -3.567
C -2.508 5.258 -1.230
C -1.789 3.940 -1.429
O -0.726 3.828 -0.597
H -2.535 5.480 -0.163
H -3.541 5.295 -1.577
H -2.017 6.083 -1.748
H -1.582 3.889 -2.498
H -2.461 3.115 -1.194
H -0.190 4.601 -0.790
*
```

Computed properties:
E_LUMO   -0.12015 hartree
HOMO-LUMO gap   3.0 eV
HOMO level   -6.2 eV

These are the natural (NBO) partial charges, in e, on atoms 1 to 8: 1.95, 0.73, -0.53, -0.50, -0.67, 0.73, -0.59, -0.51

***

Stability, highest: #one

***

#one
Density functional theory data (ωB97M-V/def2-TZVPD) for a 3-piece molecular cluster, C4H11N2O2 overall.

```
! RIJCOSX wB97M-V def2-TZVPD def2/J DEFGRID3
* xyz 1 1
C 0.244 -1.948 -2.574
C 0.214 -1.010 -1.424
C 0.891 0.145 -1.285
N 0.523 0.657 -0.031
C -0.430 -0.130 0.498
N -0.557 -1.189 -0.322
H -0.400 -2.819 -2.412
H 1.214 -2.361 -2.844
H -0.176 -1.521 -3.486
H 1.559 0.592 -1.996
H 0.733 1.551 0.388
H -0.955 -0.131 1.430
H -1.204 -1.952 -0.320
H -0.741 2.696 1.958
H -2.351 2.419 1.627
O -1.420 2.202 1.483
H 0.990 0.188 3.066
H 1.174 1.530 3.472
O 0.692 1.079 2.771
*
```

Computed properties:
E_LUMO   -0.10203 hartree
HOMO-LUMO gap   10.8 eV
HOMO level   -13.6 eV

These are the natural (NBO) partial charges, in e, on atoms 1 to 8: -0.67, 0.14, -0.06, -0.44, 0.28, -0.47, 0.23, 0.26

***

#two
Density functional theory data (ωB97M-V/def2-TZVPD) for a 2-piece molecular cluster, C4H11N2O2 overall.

```
! RIJCOSX wB97M-V def2-TZVPD def2/J DEFGRID3
* xyz 1 1
C 0.886 0.792 1.528
C -0.257 -1.425 -1.355
C 1.098 1.122 -0.912
C 0.700 0.265 0.167
N -2.921 0.036 -0.019
N 0.250 -0.962 -0.044
O -2.199 0.991 0.102
O -0.160 -1.771 0.986
H 0.034 0.566 2.327
H 1.953 0.436 2.049
H 1.116 1.819 1.576
H 0.673 -1.828 -1.779
H -0.539 -0.602 -1.870
H -1.038 -2.196 -1.364
H 0.253 1.578 -1.444
H 1.543 2.146 -0.575
H 1.676 0.662 -1.594
H -3.682 0.114 0.643
H 0.614 -1.742 1.575
*
```

Computed properties:
E_LUMO   -0.15988 hartree
HOMO-LUMO gap   9.0 eV
HOMO level   -13.4 eV

These are the natural (NBO) partial charges, in e, on atoms 1 to 8: -0.73, -0.42, -0.71, 0.42, 0.00, 0.02, -0.27, -0.47

***

Stability, highest: #one

***

#one
Density functional theory data (ωB97M-V/def2-TZVPD) for C5H7N2 as an isolated structure.

```
! RIJCOSX wB97M-V def2-TZVPD def2/J DEFGRID3
* xyz 1 1
C -0.482 2.220 -0.303
C -0.964 1.636 0.801
C -0.416 0.347 0.524
C -0.469 -0.929 1.197
C 0.968 -0.666 -1.344
N 0.347 1.720 -1.110
N 0.410 0.448 -0.573
H -1.641 1.893 1.617
H 0.393 -1.521 0.801
H -1.253 -1.409 0.757
H -0.416 -0.922 2.239
H 2.013 -0.802 -0.984
H 0.302 -1.568 -1.179
H 1.208 -0.447 -2.443
*
```

Computed properties:
E_LUMO (alpha / beta)   -0.29531 / -0.29536 hartree
HOMO-LUMO gap (alpha / beta)   7.3 / 7.3 eV
HOMO level (alpha / beta)   -15.3 / -15.3 eV

These are the natural (NBO) partial charges, in e, on atoms 1 to 8: 0.71, -0.42, 0.30, -0.66, -0.45, -0.25, -0.11, 0.32

***

#two
Density functional theory data (ωB97M-V/def2-TZVPD) for an isolated ion of composition C5H7N2 and charge +1.

```
! RIJCOSX wB97M-V def2-TZVPD def2/J DEFGRID3
* xyz 1 1
C -1.332 -0.258 -0.146
C -0.084 -0.983 0.196
C 1.084 -0.232 0.216
N 2.380 -1.167 0.495
N 3.289 -0.417 0.275
C 2.934 0.856 -0.028
C 1.585 0.991 -0.242
H -1.593 0.552 0.679
H -2.135 -0.888 -0.293
H -1.152 0.244 -1.061
H 0.371 -1.605 -0.610
H -0.127 -1.871 0.881
H 3.772 1.699 -0.049
H 1.099 1.806 -0.714
*
```

Computed properties:
Structure (SMILES)   CCC1=[N+]=NC=C1
E_LUMO (alpha / beta)   -0.29134 / -0.29135 hartree
HOMO-LUMO gap (alpha / beta)   7.3 / 7.3 eV
HOMO level (alpha / beta)   -15.2 / -15.2 eV

These are the natural (NBO) partial charges, in e, on atoms 1 to 8: -0.61, -0.51, 0.45, -0.01, -0.13, 0.20, -0.39, 0.25

***

Stability, highest: #two